No. 1
Here is a cluster of 2 separate species, C3H4ClNS in total from the Open Molecules 2025 dataset. Energies are from ωB97M-V with the def2-TZVPD basis set.

## Properties
* relative energy (zero: lowest compared OMol25 entry of this formula, charge and spin): 0.886 eV
* gap between HOMO and LUMO: 10.14 eV
* LUMO energy: 0.63 eV
* HOMO: -9.512 eV

Geometry (Å):
Cl  2.2791  -1.1231  0.0967
C  0.8536  -0.1405  -0.1365
N  -0.0151  -0.3637  -1.0273
C  -0.9506  0.6294  -0.9906
C  -0.7574  1.6202  -0.1237
S  0.6338  1.2993  0.8223
H  -1.6665  0.6484  -1.7937
H  -1.2794  2.5390  0.1308
H  0.5654  -2.8771  1.5287
H  0.3371  -2.2318  1.4933

***

No. 2
Here is an isolated molecule of C3H4ClNS from the Open Molecules 2025 dataset. Energies are from ωB97M-V with the def2-TZVPD basis set.

## Properties
* relative energy (zero: lowest compared OMol25 entry of this formula, charge and spin): 2.859 eV
* gap between HOMO and LUMO (alpha / beta): 7.54 / 7.55 eV
* LUMO energy (alpha / beta): -0.71 / -0.71 eV
* HOMO (alpha / beta): -8.258 / -8.259 eV

Geometry (Å):
C  1.1402  -0.4449  -0.3100
C  0.1316  0.4705  0.1348
C  -0.0398  1.5574  0.8878
N  -1.0235  -0.1670  -0.5961
S  0.1012  -1.1968  -1.3636
Cl  -0.5897  -3.2585  -0.7203
H  2.1579  -0.3104  -0.2551
H  0.8414  1.9708  1.4796
H  -0.9495  2.0528  0.8903
H  -1.7698  -0.6739  -0.1473

***

No. 3
Here is an isolated molecule of C3H4ClNS from the Open Molecules 2025 dataset. Energies are from ωB97M-V with the def2-TZVPD basis set.

## Properties
* relative energy (zero: lowest compared OMol25 entry of this formula, charge and spin): 1.209 eV
* gap between HOMO and LUMO: 8.50 eV
* LUMO energy: -0.15 eV
* HOMO: -8.656 eV

Geometry (Å):
C  1.3381  0.5698  -0.3643
C  0.7610  -0.6042  -0.1947
Cl  1.5427  -1.9362  0.1671
C  -0.8268  -0.6505  0.0198
N  -1.4213  0.5881  0.1851
S  -1.4878  -2.1316  -0.2115
H  0.8273  1.6744  -0.3886
H  2.4111  0.6413  -0.5419
H  -0.8092  1.3308  0.6951
H  -2.3351  0.5182  0.6339

***

No. 4
Here is the ion C3H4ClO3P with charge -2 from the Open Molecules 2025 dataset. Energies are from ωB97M-V with the def2-TZVPD basis set.

## Properties
* net charge: -2
* gap between HOMO and LUMO: 5.46 eV
* LUMO energy: 5.95 eV
* HOMO: 0.495 eV

Geometry (Å):
C  -1.8682  0.3102  0.2443
C  -0.9388  -0.6080  0.3120
C  0.3733  -0.7905  -0.3835
Cl  0.8084  -2.4898  -0.4767
P  1.5486  0.7632  -0.0228
O  2.7881  0.2490  -0.6798
O  0.7304  1.7972  -0.8377
O  1.7091  1.0889  1.4468
H  -2.6598  0.3154  1.0123
H  -2.0150  1.0326  -0.4995
H  -0.9929  -1.3042  1.2292
H  0.5169  -0.3642  -1.3446

***

Number 1: E -1029.79750 Eh. Number 2: E -1029.72500 Eh. Number 3: E -1029.78562 Eh. Number 4: E -1143.99785 Eh.